No. 1
Formula: C20H28IN7O2V
Source: the Open Molecules 2025 dataset
Level of theory: ωB97M-V/def2-TZVPD

```
59
Properties=species:S:1:pos:R:3:nbo_charge:R:1
V -0.690 0.967 0.029 1.61
O -0.962 -4.581 -3.790 -0.71
C -2.100 -4.250 -3.057 -0.12
C -1.804 -3.012 -2.271 0.18
C -2.739 -2.469 -1.379 -0.20
C -2.429 -1.329 -0.685 0.06
N -1.241 -0.694 -0.840 -0.52
C -0.319 -1.215 -1.709 0.16
C -0.570 -2.361 -2.418 -0.19
C 0.927 -0.428 -1.784 0.29
C 2.030 -0.743 -2.530 -0.23
C 3.155 0.100 -2.502 0.19
C 4.347 -0.214 -3.343 -0.13
O 4.088 -1.380 -4.056 -0.71
C 3.131 1.230 -1.665 -0.21
C 2.017 1.493 -0.922 0.06
N 0.913 0.689 -0.981 -0.56
H -1.110 -5.384 -4.305 0.52
H -2.413 -5.038 -2.357 0.24
H -2.971 -4.028 -3.693 0.24
H -3.700 -2.943 -1.221 0.28
H -3.126 -0.908 0.031 0.22
H 0.157 -2.780 -3.100 0.30
H 2.062 -1.623 -3.158 0.30
H 5.216 -0.298 -2.671 0.24
H 4.536 0.660 -3.986 0.25
H 4.825 -1.595 -4.642 0.52
H 3.983 1.896 -1.603 0.29
H 1.966 2.356 -0.265 0.24
C 2.205 -0.079 3.804 -0.42
N 1.070 -0.276 2.877 -0.36
C 1.266 -1.364 1.916 -0.42
C -0.064 0.396 2.993 0.67
N -0.821 0.649 1.800 -0.76
N -0.551 0.875 4.114 -0.31
C -0.229 0.293 5.439 -0.42
C -1.513 1.991 4.173 -0.44
H 3.091 0.106 3.198 0.24
H 2.365 -0.972 4.407 0.25
H 2.031 0.777 4.446 0.24
H 1.425 -2.294 2.463 0.26
H 2.148 -1.167 1.307 0.22
H 0.386 -1.498 1.290 0.20
H -1.815 0.767 2.036 0.43
H 0.228 -0.684 5.322 0.24
H -1.173 0.188 5.972 0.26
H 0.423 0.961 6.001 0.25
H -2.527 1.610 4.303 0.24
H -1.431 2.626 3.294 0.21
H -1.265 2.598 5.042 0.28
I -2.003 6.272 -2.403 0.44
C -2.233 4.408 -1.589 -0.29
C -3.440 3.730 -1.355 0.11
N -3.171 2.544 -0.825 -0.29
N -1.827 2.368 -0.671 -0.43
C -1.264 3.530 -1.165 -0.02
H -4.460 4.035 -1.545 0.30
H -3.840 1.828 -0.579 0.45
H -0.192 3.666 -1.196 0.25
```

Calculated values
Energy above the lowest of the compared OMol25 structures with the same formula, charge and spin, kJ/mol: 25.15
Spin multiplicity: 2
Net charge: +4
Highest occupied orbital energy (spin up / spin down), Ha: -0.7038 / -0.7041
Lowest unoccupied orbital energy (spin up / spin down), eV: -15.00 / -14.19

---

No. 2
Formula: C20H28IrN3OSi
Source: the Open Molecules 2025 dataset
Level of theory: ωB97M-V/def2-TZVPD

```
54
Properties=species:S:1:pos:R:3:nbo_charge:R:1
Ir -0.243 0.022 -0.373 1.37
C -1.336 -1.185 2.944 -0.67
C -0.981 0.242 2.744 0.34
C -1.048 1.180 3.819 -0.12
C -0.701 2.508 3.619 -0.13
C -0.270 2.928 2.368 -0.11
C -0.196 1.962 1.340 0.34
N -0.569 0.675 1.573 -0.39
N 0.204 2.101 0.099 -0.59
Si 1.102 3.370 -0.806 1.68
C 0.180 4.970 -1.106 -1.10
C 2.681 3.772 0.136 -1.10
C 1.527 2.553 -2.445 -1.11
H -0.628 -1.636 3.644 0.29
H -1.314 -1.739 2.008 0.23
H -2.320 -1.273 3.409 0.29
H -1.370 0.830 4.791 0.28
H -0.765 3.214 4.438 0.29
H -0.004 3.958 2.168 0.27
H -0.114 5.453 -0.173 0.25
H -0.705 4.839 -1.728 0.26
H 0.879 5.628 -1.627 0.29
H 2.463 4.442 0.969 0.25
H 3.349 4.292 -0.551 0.29
H 3.191 2.888 0.520 0.25
H 0.683 2.620 -3.133 0.26
H 1.799 1.504 -2.302 0.23
H 2.372 3.078 -2.889 0.29
C 3.917 -1.400 -0.733 -0.73
C 2.451 -1.629 -0.682 0.67
O 1.683 -0.626 -0.632 -0.73
C 1.904 -2.965 -0.696 -0.17
C 0.508 -3.134 -0.759 -0.13
C -0.053 -4.385 -0.804 -0.19
C 0.777 -5.510 -0.763 -0.09
C 2.156 -5.364 -0.686 -0.19
C 2.723 -4.102 -0.664 -0.10
H 4.141 -0.339 -0.791 0.26
H 4.349 -1.911 -1.595 0.29
H 4.387 -1.819 0.160 0.29
H -0.138 -2.240 -0.793 0.11
H -1.125 -4.510 -0.872 0.24
H 0.340 -6.499 -0.785 0.26
H 2.790 -6.238 -0.639 0.26
H 3.799 -4.010 -0.618 0.25
C -5.381 -1.520 -1.247 -0.59
C -4.754 -0.111 -1.323 -0.56
C -3.335 -0.097 -1.069 0.63
N -2.204 -0.092 -0.860 -0.54
H -6.460 -1.410 -1.309 0.27
H -5.139 -2.019 -0.311 0.22
H -5.053 -2.138 -2.080 0.24
H -5.227 0.553 -0.593 0.30
H -4.926 0.320 -2.313 0.31
```

Calculated values
Energy above the lowest of the compared OMol25 structures with the same formula, charge and spin, kJ/mol: 64.14
Spin multiplicity: 2
Net charge: +3
Highest occupied orbital energy (spin up / spin down), Ha: -0.6695 / -0.6695
Lowest unoccupied orbital energy (spin up / spin down), eV: -12.02 / -12.59

---

No. 3
Formula: C20H28LiN8
Source: the Open Molecules 2025 dataset
Level of theory: ωB97M-V/def2-TZVPD

```
57
Properties=species:S:1:pos:R:3:nbo_charge:R:1
Li 0.028 0.131 0.108 0.83
C 1.732 -2.101 1.454 -0.26
N 1.898 -0.720 1.056 -0.63
C 3.089 -0.447 0.283 -0.26
C 2.961 0.879 -0.395 0.39
N 1.849 1.553 -0.507 -0.54
C 2.193 2.703 -1.218 0.14
C 1.417 3.796 -1.603 -0.22
C 2.035 4.809 -2.309 -0.22
C 3.398 4.754 -2.628 -0.20
C 4.186 3.688 -2.246 -0.22
C 3.557 2.673 -1.536 0.09
N 4.022 1.492 -0.986 -0.53
C 0.320 -2.340 1.876 0.39
N -0.600 -1.418 1.919 -0.53
C -1.747 -2.075 2.358 0.13
C -3.026 -1.575 2.594 -0.23
C -3.995 -2.465 3.014 -0.21
C -3.706 -3.823 3.205 -0.20
C -2.441 -4.333 2.987 -0.23
C -1.472 -3.432 2.564 0.09
N -0.131 -3.571 2.250 -0.53
H 2.411 -2.415 2.261 0.20
H 1.958 -2.738 0.593 0.21
H 1.828 -0.099 1.854 0.39
H 3.188 -1.223 -0.482 0.21
H 4.016 -0.470 0.874 0.20
H 0.367 3.851 -1.355 0.21
H 1.458 5.668 -2.623 0.22
H 3.842 5.571 -3.181 0.23
H 5.240 3.653 -2.487 0.23
H 4.972 1.163 -0.989 0.43
H -3.247 -0.522 2.472 0.22
H -4.998 -2.111 3.209 0.23
H -4.493 -4.485 3.538 0.23
H -2.222 -5.381 3.143 0.23
H 0.416 -4.412 2.307 0.43
N 0.289 -1.265 -1.817 -0.86
C -0.883 -0.884 -2.618 -0.23
C -2.140 -1.055 -1.778 -0.22
N -2.072 -0.216 -0.589 -0.69
C -2.747 1.078 -0.643 -0.23
C -1.773 2.215 -0.361 -0.23
N -0.999 1.927 0.845 -0.88
H 1.137 -1.140 -2.356 0.37
H 0.228 -2.253 -1.591 0.36
H -0.975 -1.460 -3.545 0.19
H -0.776 0.169 -2.894 0.19
H -2.221 -2.101 -1.467 0.20
H -3.025 -0.839 -2.385 0.20
H -2.325 -0.728 0.240 0.39
H -3.580 1.112 0.068 0.19
H -3.181 1.232 -1.634 0.20
H -2.320 3.165 -0.318 0.19
H -1.070 2.277 -1.196 0.19
H -1.590 1.912 1.668 0.37
H -0.280 2.625 0.993 0.38
```

Calculated values
Net charge: +1
Highest occupied orbital energy, Ha: -0.4126
Lowest unoccupied orbital energy, eV: -2.13

---

No. 4
Formula: C20H28MnNO3
Source: the Open Molecules 2025 dataset
Level of theory: ωB97M-V/def2-TZVPD

```
53
Properties=species:S:1:pos:R:3:nbo_charge:R:1
O 1.234 0.833 -1.915 -0.56
C 1.853 -0.230 -1.110 -0.06
C 3.241 0.386 -1.240 -0.46
H 1.751 -1.224 -1.553 0.18
H 1.411 -0.199 -0.104 0.17
C 2.463 1.592 -1.880 0.28
H 3.855 -0.146 -1.955 0.21
H 3.753 0.584 -0.311 0.21
C 2.960 1.987 -3.255 -0.63
H 3.247 1.088 -3.819 0.21
H 3.847 2.635 -3.177 0.22
H 2.182 2.512 -3.823 0.22
C 2.200 2.739 -0.922 -0.62
H 1.659 2.338 -0.044 0.22
H 1.522 3.453 -1.415 0.22
H 3.132 3.242 -0.630 0.21
Mn -0.960 -0.674 2.381 1.27
C 0.583 -1.334 3.813 -0.36
C -0.442 -2.333 3.749 -0.16
C -0.522 -2.821 2.398 -0.36
H -0.958 -2.755 4.589 0.26
C 0.509 -2.171 1.648 -0.31
C 1.134 -1.201 2.493 -0.27
H 1.995 -0.593 2.243 0.25
H 0.931 -0.844 4.713 0.26
H -1.161 -3.629 2.057 0.26
H 0.864 -2.483 0.669 0.26
C -2.093 2.039 3.257 -0.21
C -0.697 1.998 3.522 -0.26
C -0.037 1.428 2.390 -0.34
H -0.214 2.411 4.401 0.22
C -1.055 1.146 1.356 -0.50
C -2.331 1.499 1.957 -0.27
H -3.280 1.507 1.432 0.23
H -2.844 2.445 3.928 0.23
H 1.036 1.477 2.218 0.22
H -0.853 0.961 0.298 0.27
O -1.307 -0.981 -1.810 -0.55
C -0.586 -0.549 -2.972 -0.07
C -1.315 -0.815 -4.285 -0.43
H 0.371 -1.090 -3.012 0.15
H -0.368 0.513 -2.890 0.22
C -2.423 -1.763 -3.874 -0.43
H -0.655 -1.247 -5.034 0.21
H -1.709 0.116 -4.689 0.20
C -2.495 -1.637 -2.348 -0.07
H -2.168 -2.777 -4.173 0.20
H -3.352 -1.494 -4.363 0.22
H -2.605 -2.622 -1.876 0.18
H -3.369 -1.019 -2.097 0.17
O -2.910 -0.781 6.194 -0.60
C -2.658 -0.753 5.028 0.80
N -2.369 -0.764 3.845 -0.89
```

Calculated values
Energy above the lowest of the compared OMol25 structures with the same formula, charge and spin, kJ/mol: 27.45
Spin multiplicity: 5
Net charge: 0
Highest occupied orbital energy (spin up / spin down), Ha: -0.2747 / -0.2906
Lowest unoccupied orbital energy (spin up / spin down), eV: -1.33 / -0.01

---

Q: Look up the net charge of the first one.
A: +4